1.
{
  "formula": "C4H9NO",
  "method": "ωB97M-V with the def2-TZVPD basis set",
  "symbols": ["C", "C", "C", "O", "N", "C", "H", "H", "H", "H", "H", "H", "H", "H", "H"],
  "coordinates": [[-1.87596, -1.20964, -0.05026], [-0.39026, -1.16973, -0.12698], [0.31668, 0.06196, -0.49062], [0.06849, 0.06627, -1.73403], [0.94023, 0.75451, 0.39157], [1.61424, 1.95819, -0.03878], [-2.25181, -1.34171, -1.07080], [-2.20873, -2.06532, 0.54357], [-2.28034, -0.28065, 0.35800], [0.06392, -1.11930, 1.53428], [0.12037, -2.10177, -0.37036], [0.49556, -0.39431, 1.50272], [2.69116, 1.88499, 0.15443], [1.46156, 2.12955, -1.11481], [1.23489, 2.82695, 0.51208]],
  "atomic_forces_ev_per_a": [[0.04, 0.05, 0.09], [-0.04, -0.02, 0.20], [-0.02, -0.13, 0.19], [0.10, 0.13, 0.03], [-0.12, -0.14, -0.12], [0.10, 0.20, -0.09], [0.06, 0.00, 0.10], [0.05, 0.10, -0.09], [0.06, -0.14, -0.06], [-0.05, -0.07, -0.06], [-0.05, 0.14, 0.04], [-0.05, 0.03, -0.28], [-0.18, 0.01, -0.03], [0.03, -0.01, 0.17], [0.06, -0.14, -0.09]],
  "largest_force_ev_per_a": 0.3,
  "homo_lumo_gap_ev": 8.67,
  "e_lumo_ha": -0.01412
}

2.
{
  "formula": "C27H49N3O5P",
  "method": "ωB97M-V with the def2-TZVPD basis set",
  "symbols": ["C", "C", "O", "O", "C", "C", "C", "C", "C", "N", "C", "P", "O", "C", "H", "H", "H", "H", "H", "H", "H", "H", "H", "H", "H", "H", "H", "C", "C", "C", "C", "C", "C", "N", "O", "C", "C", "C", "H", "H", "H", "H", "H", "H", "H", "H", "H", "H", "H", "H", "H", "H", "H", "H", "H", "H", "C", "C", "C", "C", "C", "C", "N", "O", "C", "C", "C", "H", "H", "H", "H", "H", "H", "H", "H", "H", "H", "H", "H", "H", "H", "H", "H", "H", "H"],
  "coordinates": [[2.63911, -1.48354, -3.92110], [3.66798, -0.41823, -4.21187], [4.77394, -0.74218, -4.57783], [3.38452, 0.93265, -4.02249], [3.41733, 1.69795, -5.21932], [2.00391, 2.27162, -5.64282], [0.94434, 1.60727, -4.81686], [0.64531, 2.01219, -3.52886], [-0.29648, 1.32613, -2.84216], [-0.92142, 0.30188, -3.40760], [-0.67349, -0.10247, -4.65496], [-1.49156, -1.55478, -5.46630], [-0.39183, -2.36779, -6.02057], [0.25971, 0.54198, -5.39300], [3.11868, -2.45906, -3.91646], [2.17659, -1.36179, -2.93314], [1.82785, -1.52627, -4.65384], [3.88936, 1.17540, -6.05219], [4.05178, 2.56562, -5.02415], [1.99115, 3.35898, -5.57528], [1.87573, 2.00758, -6.69420], [1.18978, 2.84514, -3.10783], [-0.51492, 1.61155, -1.81803], [-1.62175, -0.18124, -2.85564], [-2.28516, -1.08664, -6.53422], [-2.20351, -2.29789, -4.49831], [0.49992, 0.22764, -6.39982], [4.33818, 2.47333, 1.86447], [2.82042, 2.74023, 1.65724], [2.07083, 2.68237, 2.99720], [1.84010, 1.26992, 3.52389], [1.17324, 0.41114, 2.45429], [1.95940, 0.39444, 1.14644], [2.27262, 1.77267, 0.65775], [1.19337, 2.27350, 0.13691], [3.25163, -0.42119, 1.35122], [1.17529, -0.40278, 0.10289], [2.74164, 4.18535, 1.16087], [4.70753, 1.64554, 1.26318], [4.94104, 3.32628, 1.55463], [4.58331, 2.26489, 2.90680], [1.09521, 3.16822, 2.88828], [2.61524, 3.26465, 3.74278], [2.78400, 0.82395, 3.84961], [1.20196, 1.30798, 4.40971], [1.05436, -0.60826, 2.82514], [0.16338, 0.78925, 2.27476], [3.87112, -0.40821, 0.45216], [3.00815, -1.46251, 1.56335], [3.85544, -0.07552, 2.18736], [0.17024, -0.00806, -0.05147], [1.05868, -1.43442, 0.43068], [1.69946, -0.41124, -0.85844], [3.20728, 4.29432, 0.17937], [3.26751, 4.83894, 1.85606], [1.71642, 4.54902, 1.09668], [-5.03884, -1.70184, 1.02374], [-3.60788, -2.23386, 1.32152], [-3.67416, -3.52774, 2.14561], [-3.99984, -3.31117, 3.61795], [-3.04450, -2.29073, 4.22644], [-3.03565, -0.96733, 3.45953], [-2.80463, -1.16628, 1.99178], [-1.54278, -1.41617, 1.79724], [-4.37132, -0.23884, 3.70880], [-1.98286, -0.04297, 4.06879], [-3.03367, -2.60461, -0.04763], [-5.18683, -0.67885, 1.36201], [-5.24061, -1.66795, -0.04736], [-5.81376, -2.31979, 1.47881], [-2.71319, -4.04921, 2.08160], [-4.41200, -4.20190, 1.70583], [-5.03858, -2.99066, 3.73618], [-3.91205, -4.25717, 4.15553], [-3.31705, -2.11044, 5.26800], [-2.03598, -2.71700, 4.24238], [-4.42774, 0.68500, 3.13006], [-4.46062, 0.03112, 4.76090], [-5.24676, -0.84231, 3.47658], [-0.99082, -0.49194, 4.07616], [-2.23781, 0.17849, 5.10460], [-1.92850, 0.90426, 3.52779], [-2.90534, -1.71717, -0.67532], [-3.71644, -3.28329, -0.55911], [-2.07369, -3.11515, 0.02665]],
  "atomic_forces_ev_per_a": [[-0.56, 0.20, 0.66], [1.97, -0.83, -0.35], [-1.13, 0.60, 0.11], [-1.03, -1.01, -0.31], [0.40, 1.43, -0.10], [0.63, -0.79, 0.06], [0.36, 0.60, -1.12], [0.78, 0.39, -0.68], [0.12, 0.74, 1.41], [-0.75, -0.42, 0.52], [-1.42, -0.83, -0.48], [1.52, -1.07, -0.65], [0.21, -0.05, -0.02], [0.47, 0.34, -0.10], [0.20, 0.16, -0.14], [0.06, 0.25, -0.15], [0.18, 0.19, -0.08], [-0.16, -0.31, 0.21], [0.04, -0.16, 0.05], [-0.06, -0.09, 0.27], [-0.21, 0.13, 0.08], [-0.17, -0.06, 0.32], [-0.20, -0.35, 0.00], [0.04, -0.04, 0.00], [-0.53, 0.35, 0.72], [-0.49, 0.76, 0.06], [-0.12, -0.14, 0.02], [0.19, -0.35, -0.09], [1.87, 0.70, 0.56], [-0.50, -0.40, 0.15], [0.06, 0.02, -0.09], [-0.10, 0.53, 0.38], [1.08, -1.82, 0.00], [-2.44, 0.63, 1.00], [0.29, 0.05, -0.94], [0.27, 0.13, 0.13], [-0.32, 0.44, -0.45], [-0.58, 0.00, -0.49], [-0.10, -0.04, 0.04], [-0.14, 0.11, 0.09], [-0.03, -0.05, -0.02], [0.02, -0.02, -0.17], [0.13, 0.09, -0.17], [0.00, -0.01, -0.04], [0.03, 0.02, -0.01], [0.03, -0.08, -0.22], [0.03, 0.01, -0.13], [-0.01, 0.05, 0.00], [-0.16, 0.04, -0.03], [0.00, 0.05, -0.05], [0.03, 0.05, 0.07], [0.08, 0.05, 0.14], [0.06, 0.06, 0.04], [0.01, -0.04, 0.01], [0.09, -0.17, 0.08], [-0.01, -0.10, -0.08], [-0.17, 0.30, 0.15], [-1.74, 0.01, -1.05], [0.28, -0.14, 0.50], [-0.02, 0.05, -0.01], [0.05, -0.53, -0.26], [-1.14, 1.23, 1.12], [1.66, -2.02, 0.71], [-0.05, 0.74, -0.37], [-0.30, -0.12, -0.20], [0.54, -0.08, -0.35], [0.72, 0.08, 0.01], [0.06, -0.05, 0.10], [0.08, -0.19, -0.01], [0.02, 0.03, 0.04], [0.07, 0.15, -0.04], [0.00, 0.13, -0.18], [0.02, 0.04, 0.00], [-0.03, 0.00, -0.04], [0.02, 0.21, -0.04], [0.04, 0.09, -0.11], [0.03, -0.03, -0.03], [0.16, -0.05, 0.01], [0.03, 0.02, -0.05], [-0.03, -0.02, -0.13], [-0.18, -0.07, -0.04], [-0.01, -0.02, -0.02], [-0.02, 0.05, 0.05], [-0.15, 0.06, 0.14], [0.04, 0.13, 0.06]],
  "charge": 1,
  "multiplicity": 3,
  "largest_force_ev_per_a": 2.7,
  "homo_lumo_gap_ev": [6.59, 7.41],
  "e_lumo_ha": [-0.15577, -0.15581]
}

3.
{
  "formula": "C3H7NO2",
  "method": "ωB97M-V with the def2-TZVPD basis set",
  "symbols": ["O", "C", "C", "O", "C", "N", "H", "H", "H", "H", "H", "H", "H"],
  "coordinates": [[-2.05678, 0.38286, 0.24778], [-1.21754, -0.74180, 0.33887], [-0.07366, -0.55948, -0.64816], [2.05972, -0.45496, 0.75297], [1.73790, 0.64732, 0.36203], [0.60270, 0.81016, -0.36378], [-1.42069, 1.11316, 0.23827], [-0.82314, -0.88492, 1.36136], [-1.81052, -1.63556, 0.10751], [0.59601, -1.43839, -0.54289], [-0.40777, -0.53388, -1.68072], [2.35783, 1.53820, 0.57987], [0.45593, 1.75729, -0.75314]],
  "atomic_forces_ev_per_a": [[-0.14, 0.35, 0.21], [0.18, -0.22, -0.13], [-0.09, 0.68, -0.23], [0.71, 0.30, 0.54], [0.25, -0.50, 0.26], [0.32, -1.01, 0.05], [-0.51, 0.12, 0.18], [-0.01, 0.18, -0.30], [0.15, 0.20, -0.14], [0.16, 1.22, -0.08], [-0.35, 0.12, -0.01], [-0.35, 0.02, -0.20], [-0.31, -1.44, -0.16]],
  "smiles": "O=CNCCO",
  "largest_force_ev_per_a": 1.5,
  "homo_lumo_gap_ev": 10.76,
  "e_lumo_ha": 0.02729
}